Entry from the Open Molecules 2025 dataset: C15H32BFNbO9 as an isolated structure (ωB97M-V/def2-TZVPD).

Geometry (Å):
F -3.459 -2.114 -0.862
H 0.976 -6.022 -5.259
C 0.071 -0.210 -2.360
H 2.689 4.315 4.509
C 0.777 -3.492 -4.230
H 2.067 3.666 1.269
O -3.921 1.347 -1.236
H -2.801 -0.379 -3.202
C -0.699 -5.153 -4.164
H 2.225 4.310 7.447
H 0.479 0.253 -0.065
O 0.732 -4.005 -5.497
H 2.465 0.606 0.950
H 0.484 0.279 -3.347
H -4.813 4.436 -0.654
H 3.348 2.579 6.065
O 1.369 -2.474 -3.917
H 3.158 0.606 -1.746
H 1.566 -1.107 -0.786
O 1.662 1.498 5.682
C 2.580 1.604 0.305
H 0.638 3.581 7.110
H 1.819 2.015 -1.914
H -0.063 -1.368 -2.560
H -1.304 1.463 -0.416
Nb -2.057 0.551 -1.822
C 2.270 2.750 5.950
C 2.219 1.121 -1.256
H 0.953 2.201 1.816
H -1.943 -1.843 1.767
H -1.459 -6.271 -2.485
C 1.711 3.374 7.211
H 0.666 2.977 0.092
O -3.090 3.109 0.544
C 1.717 1.338 4.324
H -1.330 -2.040 -0.612
H -1.519 -0.058 1.302
H -2.246 3.554 0.198
B -3.812 2.721 -0.708
H 0.952 3.943 4.685
H 3.668 2.035 0.318
C 0.163 -5.298 -5.380
H -1.645 -4.649 -4.395
O 2.041 2.514 3.705
H -0.044 -6.997 -3.229
C -0.975 -6.459 -3.447
O 0.071 -4.277 -3.359
C -2.303 -0.927 1.129
H -3.391 -0.581 1.406
H -0.413 -5.551 -6.276
O 1.503 0.288 3.743
C -2.255 -1.304 -0.499
C 1.963 3.519 4.701
H -1.704 1.961 -2.959
C 1.490 2.708 0.885
O -4.506 3.844 -1.423
H 1.818 2.690 8.057
H -1.619 -7.107 -4.047
C 1.059 -0.068 -1.058

Results
- Total charge: -1
- E: -1449.4499 hartree
- LUMO energy: 2.2 eV
- HOMO: -4.4979 eV

Results of the natural (NBO) charge analysis, in e, for atoms 1 through 8: F -0.4378; H 0.1745; C -0.8891; H 0.2013; C 0.9613; H 0.1858; O -1.0049; H -0.4298